[1]
DFT (ωB97M-V/def2-TZVPD) results for a molecular structure, C35H41BrClN3O3PTi.

XYZ file:
```
86
Properties=species:S:1:pos:R:3:lowdin_charge:R:1
Ti -0.14 1.16 -0.01 1.086
Br 5.19 4.77 3.56 0.652
C 4.10 3.78 2.35 -0.710
C 4.63 2.65 1.73 -0.155
C 3.82 1.93 0.86 -0.024
C 2.50 2.30 0.60 -0.333
O 1.76 1.55 -0.21 -0.213
C 1.97 3.48 1.22 -0.153
C 0.69 4.00 0.88 -0.078
N -0.16 3.34 0.07 -0.031
C -1.16 3.97 -0.58 -0.229
C -1.70 5.24 -0.36 -0.029
C -2.73 5.73 -1.17 -0.108
C -3.25 5.02 -2.22 -0.077
C -2.72 3.73 -2.50 -0.161
C -3.15 2.92 -3.57 -0.019
C -2.58 1.69 -3.77 -0.054
C -1.58 1.25 -2.89 -0.119
N -1.15 1.99 -1.89 0.045
C -1.70 3.21 -1.68 -0.145
C 2.81 4.20 2.10 -0.101
H 5.64 2.34 1.93 0.086
H 4.20 1.04 0.37 0.103
H 0.45 5.00 1.23 0.103
H -1.32 5.85 0.45 0.089
H -3.12 6.72 -0.95 0.095
H -4.04 5.42 -2.84 0.094
H -3.94 3.28 -4.22 0.110
H -2.90 1.04 -4.58 0.097
H -1.13 0.27 -2.98 0.070
H 2.43 5.09 2.59 0.100
Cl -3.28 -0.29 6.48 0.589
C -2.29 0.12 5.09 -0.689
C -0.92 0.27 5.25 -0.135
C -0.15 0.58 4.13 -0.019
C -0.72 0.73 2.88 -0.313
O 0.07 0.99 1.83 -0.187
C -2.13 0.60 2.72 -0.169
C -2.75 0.78 1.47 -0.201
O -2.14 1.08 0.36 -0.210
C -2.90 0.28 3.87 -0.084
H -0.47 0.14 6.23 0.088
H 0.93 0.70 4.22 0.118
H -3.83 0.66 1.42 0.114
H -3.97 0.16 3.77 0.103
C 1.32 -3.94 -2.77 -0.085
C 0.60 -2.60 -2.58 -0.589
C 1.36 -1.50 -3.35 -0.089
C -0.78 -2.71 -3.24 -0.097
P 0.39 -2.01 -0.79 0.914
N -0.02 -0.51 -0.82 -0.286
C -0.99 -3.01 0.03 -0.582
C -0.94 -2.77 1.54 -0.076
C -2.34 -2.43 -0.44 -0.082
C -0.97 -4.52 -0.23 -0.082
C 2.01 -2.31 0.12 -0.580
C 3.16 -1.76 -0.72 -0.092
C 2.04 -1.46 1.41 -0.077
C 2.29 -3.77 0.48 -0.082
H 1.32 -4.18 -3.84 0.086
H 0.84 -4.76 -2.25 0.064
H 2.37 -3.89 -2.46 0.059
H 1.23 -1.68 -4.42 0.083
H 2.42 -1.49 -3.14 0.060
H 0.96 -0.51 -3.12 0.063
H -0.64 -2.83 -4.32 0.084
H -1.38 -1.81 -3.08 0.062
H -1.34 -3.57 -2.89 0.059
H -0.91 -1.71 1.78 0.069
H -0.09 -3.26 2.02 0.066
H -1.85 -3.18 1.99 0.091
H -2.34 -1.34 -0.36 0.060
H -3.12 -2.82 0.22 0.087
H -2.59 -2.70 -1.46 0.057
H -0.04 -4.99 0.09 0.061
H -1.15 -4.77 -1.27 0.057
H -1.78 -4.97 0.36 0.087
H 2.95 -0.74 -1.05 0.075
H 3.40 -2.38 -1.59 0.057
H 4.06 -1.73 -0.09 0.087
H 1.99 -0.40 1.18 0.051
H 2.99 -1.66 1.91 0.093
H 1.25 -1.69 2.12 0.061
H 2.25 -4.44 -0.37 0.058
H 1.61 -4.14 1.25 0.063
H 3.30 -3.83 0.90 0.087
```

HOMO energy (spin up / spin down)   -2.48 / -4.80 eV
Multiplicity   3
Orbital gap (spin up / spin down)   4.82 / 7.13 eV
LUMO level (spin up / spin down)   2.335 / 2.334 eV
Charge   -1
<S²>   2.081
Calculated total energy   -162548.72020 eV



[2]
DFT (ωB97M-V/def2-TZVPD) results for a molecular structure, C35H41GdN6O5.

XYZ file:
```
88
Properties=species:S:1:pos:R:3:lowdin_charge:R:1
Gd 0.56 -0.28 -0.11 1.666
C 2.22 -3.50 1.38 -0.201
C 1.51 -2.70 2.47 -0.186
C -0.01 -2.84 2.39 -0.233
N -0.58 -1.95 1.38 -0.035
C -1.90 -1.91 1.30 -0.236
C -2.75 -2.81 2.00 -0.024
C -4.11 -2.82 2.21 -0.094
C -5.06 -1.84 1.94 -0.123
C -4.84 -0.67 1.23 -0.097
C -3.73 -0.33 0.49 -0.041
C -2.48 -0.96 0.32 -0.253
N -1.73 -0.71 -0.74 -0.100
C -2.35 -0.10 -1.90 -0.233
C -1.45 -0.31 -3.13 -0.172
C -0.72 -1.66 -3.08 -0.241
N 0.49 -1.56 -2.28 -0.057
C 1.31 -2.58 -2.29 -0.251
C 0.96 -3.86 -2.81 -0.026
C 1.72 -4.97 -3.11 -0.095
C 3.10 -5.11 -3.14 -0.122
C 4.02 -4.18 -2.70 -0.095
C 3.79 -3.02 -1.98 -0.045
C 2.60 -2.38 -1.58 -0.256
N 2.56 -1.51 -0.58 -0.112
C 3.62 -1.59 0.42 -0.227
C 3.63 -2.99 1.08 -0.174
H 1.62 -3.46 0.46 0.097
H 2.28 -4.55 1.67 0.115
H 1.75 -1.64 2.39 0.070
H 1.85 -3.05 3.45 0.119
H -0.44 -2.59 3.37 0.126
H -0.25 -3.89 2.16 0.119
H -2.24 -3.68 2.39 0.088
H -4.49 -3.69 2.72 0.103
H -6.06 -2.01 2.30 0.090
H -5.67 0.03 1.19 0.102
H -3.82 0.59 -0.08 0.088
H -2.52 0.98 -1.76 0.105
H -3.33 -0.57 -2.08 0.127
H -0.71 0.48 -3.19 0.071
H -2.07 -0.27 -4.03 0.109
H -0.46 -1.97 -4.10 0.123
H -1.42 -2.40 -2.67 0.117
H -0.10 -4.01 -2.91 0.094
H 1.16 -5.84 -3.43 0.103
H 3.49 -6.04 -3.54 0.089
H 5.07 -4.42 -2.85 0.104
H 4.69 -2.51 -1.66 0.103
H 3.41 -0.82 1.18 0.092
H 4.61 -1.38 0.01 0.108
H 4.22 -2.95 2.00 0.115
H 4.12 -3.69 0.39 0.096
O 1.98 3.06 -3.35 0.144
C 1.74 2.34 -2.25 -0.437
O 1.04 1.34 -2.28 0.025
C 2.33 2.83 -1.00 -0.178
C 3.08 4.01 -0.88 0.018
C 3.53 4.36 0.39 -0.031
C 3.16 3.58 1.47 0.031
C 2.40 2.43 1.25 -0.150
N 2.03 2.05 0.04 0.126
C 1.80 1.58 2.41 -0.635
O 1.78 2.10 3.52 0.039
O 1.35 0.47 2.03 -0.167
H 1.55 2.65 -4.11 0.145
H 3.28 4.61 -1.75 0.118
H 4.13 5.24 0.52 0.111
H 3.44 3.83 2.48 0.122
O -0.73 1.68 0.51 -0.083
C -1.11 2.82 0.78 -0.452
C -1.35 3.84 -0.32 -0.079
C -2.80 4.35 -0.41 -0.167
C -3.68 3.94 0.77 -0.203
C -3.32 4.68 2.06 -0.169
C -1.82 4.53 2.39 -0.156
N -1.31 3.22 2.03 0.111
H -1.07 3.36 -1.26 0.114
H -0.66 4.67 -0.15 0.120
H -3.25 3.95 -1.32 0.108
H -2.81 5.43 -0.48 0.114
H -3.61 2.86 0.94 0.102
H -4.73 4.15 0.53 0.115
H -3.94 4.30 2.87 0.111
H -3.54 5.74 1.94 0.112
H -1.66 4.69 3.46 0.128
H -1.25 5.28 1.84 0.118
H -1.11 2.55 2.76 0.167
```

HOMO energy (spin up / spin down)   -6.59 / -6.56 eV
Multiplicity   8
Orbital gap (spin up / spin down)   6.07 / 4.52 eV
LUMO level (spin up / spin down)   -0.511 / -2.048 eV
<S²>   16.032
Calculated total energy   -76975.92189 eV



[3]
DFT (ωB97M-V/def2-TZVPD) results for a molecular structure, C35H41NOPPdS4.

XYZ file:
```
84
Properties=species:S:1:pos:R:3:lowdin_charge:R:1
Pd 1.39 0.22 0.45 0.401
C 4.18 4.04 0.24 -0.114
C 3.54 2.72 0.68 -0.543
C 3.10 2.78 2.14 -0.118
P 2.12 2.14 -0.34 0.933
C 2.61 2.40 -2.09 -0.545
C 3.87 1.60 -2.41 -0.122
C 1.45 1.98 -2.99 -0.118
C 0.73 3.25 -0.07 -0.295
C 0.71 4.61 -0.37 -0.067
C -0.42 5.39 -0.19 -0.306
C -0.42 6.86 -0.49 -0.077
C -1.56 4.74 0.29 -0.060
C -1.59 3.40 0.58 -0.021
C -0.43 2.59 0.41 -0.325
N -0.40 1.26 0.64 -0.080
C -1.60 0.56 0.88 -0.261
C -2.37 0.10 -0.19 -0.221
C -1.99 0.47 -1.59 -0.038
C -3.48 -0.69 0.07 -0.029
C -3.85 -1.03 1.36 -0.281
C -5.04 -1.93 1.61 -0.056
C -3.10 -0.52 2.42 -0.014
C -1.99 0.28 2.20 -0.213
C -1.22 0.86 3.34 -0.054
H 5.07 4.23 0.84 0.077
H 3.49 4.87 0.39 0.065
H 4.49 4.03 -0.81 0.058
H 4.27 1.91 0.59 0.073
H 2.35 3.56 2.28 0.076
H 3.96 3.01 2.78 0.077
H 2.68 1.83 2.46 0.053
H 2.80 3.47 -2.23 0.099
H 3.70 0.53 -2.21 0.057
H 4.72 1.90 -1.80 0.064
H 4.14 1.71 -3.46 0.075
H 1.23 0.92 -2.84 0.071
H 1.72 2.12 -4.04 0.075
H 0.55 2.55 -2.78 0.069
H 1.60 5.07 -0.77 0.096
H 0.51 7.16 -0.97 0.066
H -0.53 7.46 0.41 0.070
H -1.24 7.13 -1.16 0.069
H -2.47 5.32 0.44 0.107
H -2.50 2.93 0.93 0.110
H -0.98 0.12 -1.82 0.048
H -1.99 1.56 -1.72 0.077
H -2.69 0.04 -2.31 0.075
H -4.06 -1.07 -0.77 0.116
H -5.91 -1.59 1.06 0.075
H -5.29 -1.97 2.67 0.069
H -4.82 -2.95 1.28 0.061
H -3.39 -0.76 3.44 0.109
H -1.54 0.43 4.29 0.074
H -1.37 1.95 3.39 0.080
H -0.15 0.71 3.23 0.014
S 3.97 -2.78 2.68 0.424
C 2.98 -1.72 1.88 -1.830
S 1.37 -1.32 2.34 0.460
S 3.43 -0.89 0.43 0.439
O 0.12 -1.79 -1.13 -0.542
S -0.42 -2.64 -0.03 0.934
C 0.70 -4.04 0.11 -0.378
C 0.91 -4.63 1.34 -0.111
C 1.80 -5.69 1.44 -0.088
C 2.47 -6.14 0.31 -0.089
C 2.25 -5.53 -0.92 -0.077
C 1.37 -4.47 -1.02 -0.064
C -1.77 -3.57 -0.79 -0.356
C -2.52 -4.46 -0.04 -0.085
C -3.59 -5.11 -0.62 -0.093
C -3.91 -4.87 -1.95 -0.097
C -3.16 -3.97 -2.70 -0.082
C -2.08 -3.31 -2.12 -0.074
H 0.43 -4.23 2.23 0.097
H 2.00 -6.13 2.40 0.104
H 3.18 -6.95 0.39 0.098
H 2.80 -5.87 -1.80 0.099
H 1.21 -3.95 -1.96 0.112
H -2.27 -4.63 1.00 0.115
H -4.18 -5.81 -0.04 0.101
H -4.75 -5.38 -2.41 0.095
H -3.42 -3.78 -3.73 0.100
H -1.49 -2.59 -2.66 0.107
```

HOMO energy   -4.16 eV
Multiplicity   1
Orbital gap   6.71 eV
LUMO level   2.545 eV
Charge   -1
Calculated total energy   -96612.54889 eV